A structure of composition C27H49IrNO2P2 at a distorted geometry, computed with the ωB97M-V functional and the def2-TZVPD basis.

Summary:
2S+1   6
E_HOMO (spin up / spin down)   -18.54 / -20.93 eV
HOMO-LUMO gap (spin up / spin down)   0.235 / 0.156 hartree
Net charge   +4

```
82
C27H49IrNO2P2 (the ωB97M-V functional and the def2-TZVPD basis)
Ir 0.388 -0.100 -0.754
C 1.100 -1.653 -1.617
O 1.424 -2.675 -2.003
C -0.217 1.542 0.163
O -0.629 2.449 0.803
P -1.668 -0.108 -2.090
C -3.140 -0.840 -1.232
H -3.962 -0.741 -1.956
C -2.275 1.507 -2.790
H -2.078 2.199 -1.953
C -1.443 -1.204 -3.563
H -1.202 -2.182 -3.114
C 3.996 -0.665 -0.471
P 2.611 0.096 0.517
H 3.672 -0.394 2.604
H 3.661 -1.708 -0.583
C 3.309 1.785 0.927
H 4.389 1.580 1.001
C -1.497 2.010 -4.009
H -1.970 1.679 -4.947
H -0.440 1.724 -4.022
H -1.532 3.108 -4.007
C -3.783 1.496 -3.089
H -4.004 2.270 -3.835
H -4.384 1.718 -2.200
H -4.135 0.549 -3.520
C -2.702 -1.393 -4.412
H -3.589 -1.698 -3.841
H -2.493 -2.208 -5.122
H -2.941 -0.505 -5.015
C -0.259 -0.765 -4.428
H 0.186 -1.658 -4.891
H 0.542 -0.261 -3.867
H -0.583 -0.104 -5.243
C -2.962 -2.332 -0.921
H -3.324 -2.955 -1.750
H -3.528 -2.598 -0.017
H -1.920 -2.622 -0.735
C -3.532 -0.042 0.011
H -2.787 -0.196 0.792
H -4.498 -0.416 0.391
H -3.627 1.039 -0.168
C 5.367 -0.684 0.219
H 5.339 -0.774 1.311
H 5.964 0.199 -0.047
H 5.918 -1.561 -0.157
C 4.105 -0.051 -1.863
H 4.416 1.000 -1.820
C 1.607 -0.586 3.083
H 3.170 -0.124 -2.434
H 4.875 -0.598 -2.427
C 2.970 -2.343 1.906
H 0.863 -1.388 2.952
H 1.878 -0.605 4.151
H 1.139 0.391 2.883
C 2.771 -0.835 2.143
H 2.589 -2.893 2.777
H 4.030 -2.602 1.791
H 2.418 -2.718 1.030
C 2.852 2.367 2.264
H 1.774 2.590 2.266
H 3.376 3.323 2.417
H 3.091 1.727 3.122
C 3.075 2.810 -0.183
H 3.268 2.428 -1.190
H 3.753 3.661 -0.013
H 2.047 3.195 -0.148
H 0.232 -1.015 0.720
H -0.636 -1.369 -0.464
N -0.616 -0.383 1.677
C -1.431 -0.179 2.493
C -1.936 -0.014 3.749
C -2.741 -1.034 4.255
C -3.349 -0.835 5.500
C -3.071 0.376 6.157
C -2.235 1.391 5.664
C -1.631 1.187 4.424
H -2.858 -1.926 3.617
H -4.001 -1.644 5.871
H -3.543 0.521 7.112
H -2.041 2.333 6.202
H -0.967 1.930 3.946
```


A structure of composition C27H50CrOP2 at a distorted geometry, computed with the ωB97M-V functional and the def2-TZVPD basis.

Summary:
2S+1   4
E_HOMO (spin up / spin down)   -9.20 / -9.43 eV
HOMO-LUMO gap (spin up / spin down)   0.227 / 0.222 hartree
Net charge   +1

```
81
C27H50CrOP2 (the ωB97M-V functional and the def2-TZVPD basis)
Cr -0.157 1.346 -3.416
C -0.439 -2.651 2.710
C 0.935 -2.822 2.382
C 0.797 -1.237 4.040
C -0.523 -1.670 3.729
C 1.695 -1.949 3.204
C -1.591 -3.419 2.185
H -1.280 -4.147 1.431
H -2.341 -2.757 1.730
H -2.103 -3.968 2.988
C -1.750 -1.299 4.455
H -2.582 -1.082 3.773
H -1.586 -0.419 5.087
H -2.084 -2.117 5.114
C 1.160 -0.259 5.089
H 0.561 -0.436 5.992
H 0.985 0.784 4.772
H 2.218 -0.349 5.363
C 3.167 -1.894 3.267
H 3.568 -2.598 4.012
H 3.513 -0.897 3.553
H 3.615 -2.152 2.302
C 1.514 -3.759 1.396
H 2.273 -4.406 1.861
H 2.012 -3.226 0.570
H 0.742 -4.406 0.965
C -1.663 1.274 -4.539
C -1.516 -0.102 -3.846
C -0.929 -1.207 -4.723
C 0.616 -1.149 -4.770
C 1.168 0.112 -4.123
C 1.120 1.414 -4.841
C 0.358 1.557 -6.144
C -1.189 1.451 -5.956
H -1.338 -1.136 -5.747
H 0.940 -1.282 -5.817
H -1.267 -2.199 -4.384
H -1.587 0.667 -6.616
H -2.640 1.729 -4.328
H -2.563 -0.393 -3.575
H -1.646 2.377 -6.339
H 0.590 2.541 -6.583
H 1.977 2.101 -4.727
H 0.690 0.818 -6.896
H 1.016 -2.034 -4.253
H 2.070 -0.096 -3.529
P -1.789 -0.833 -1.630
P 1.751 2.158 1.147
C -0.001 1.688 -1.263
C 1.128 2.484 -0.577
H -0.175 0.744 -0.705
H -0.955 2.271 -1.276
H 2.043 2.407 -1.189
H 0.851 3.547 -0.595
C 2.914 3.354 1.759
H 3.785 2.771 2.094
H 2.498 3.921 2.603
H 3.241 4.025 0.953
C 2.592 0.594 1.098
H 3.462 0.648 0.437
H 1.936 -0.213 0.762
H 2.933 0.369 2.112
C -3.582 -0.682 -1.309
H -4.008 -1.624 -0.932
H -4.106 -0.341 -2.214
H -3.687 0.106 -0.541
C -1.434 -2.616 -1.755
H -0.857 -2.880 -0.848
H -0.785 -2.801 -2.621
H -2.341 -3.234 -1.822
C -1.783 1.625 2.603
C -0.769 2.655 2.183
C -0.707 3.817 3.138
O 0.551 1.975 2.148
H -1.522 1.198 3.580
H -1.854 0.820 1.865
H -2.776 2.088 2.692
H -0.960 3.001 1.159
H -0.418 3.467 4.139
H 0.005 4.571 2.788
H -1.704 4.266 3.198
```


A structure of composition C27H51AlNO2Si2 at a distorted geometry, computed with the ωB97M-V functional and the def2-TZVPD basis.

Summary:
2S+1   1
E_HOMO   -11.43 eV
HOMO-LUMO gap   0.312 hartree
Net charge   +1

```
84
C27H51AlNO2Si2 (the ωB97M-V functional and the def2-TZVPD basis)
O -1.284 0.909 0.355
O 0.448 3.152 0.584
C -2.046 1.483 -0.743
C -3.459 0.983 -0.870
H -1.463 1.275 -1.651
H -2.008 2.559 -0.565
H -3.524 -0.101 -0.947
H -3.882 1.408 -1.785
H -4.075 1.323 -0.036
C -1.979 0.908 1.657
C -2.465 2.281 1.985
H -1.251 0.539 2.393
H -2.804 0.171 1.609
H -1.637 3.004 1.894
H -2.835 2.310 3.011
H -3.281 2.586 1.320
C 1.427 3.357 1.652
C 0.041 4.420 -0.022
C 0.847 2.992 2.994
H 1.778 4.405 1.657
H 2.289 2.720 1.413
H 0.020 3.667 3.261
H 1.626 3.107 3.754
H 0.496 1.955 3.017
C -0.498 5.453 0.953
H -0.737 4.163 -0.753
H 0.898 4.842 -0.576
H -1.290 5.050 1.593
H -0.926 6.276 0.369
H 0.299 5.878 1.578
H 0.379 1.323 0.042
Al 0.083 -0.975 -0.098
C 1.430 0.698 -0.306
Si 2.255 1.635 -1.766
H 2.101 0.885 0.544
H 1.664 -0.379 -0.608
C 0.958 2.446 -2.844
C 3.197 0.417 -2.858
C 3.500 2.910 -1.152
C -0.061 -1.484 -1.979
Si 0.268 -3.309 -2.347
H 0.630 -0.891 -2.600
H -1.065 -1.246 -2.377
C 1.694 -3.455 -3.567
C -1.234 -4.112 -3.150
C 0.686 -4.350 -0.834
H 4.137 3.252 -1.983
H 4.159 2.478 -0.388
H 3.015 3.796 -0.720
H 0.338 1.684 -3.339
H 1.450 3.050 -3.621
H 0.305 3.105 -2.259
H 2.614 -0.472 -3.124
H 4.122 0.082 -2.365
H 3.488 0.915 -3.796
H -1.779 -3.393 -3.777
H -1.932 -4.522 -2.408
H -0.895 -4.938 -3.793
H -0.220 -4.748 -0.357
H 1.260 -3.808 -0.071
H 1.292 -5.208 -1.165
H 1.576 -4.377 -4.154
H 2.660 -3.500 -3.047
H 1.709 -2.608 -4.265
C -3.424 -3.562 0.141
C -3.161 -4.252 1.326
C -2.075 -3.852 2.097
C -1.245 -2.811 1.652
N -1.495 -2.172 0.470
C -2.590 -2.519 -0.252
C -0.040 -2.363 2.358
C 0.273 -2.803 3.667
C 1.455 -2.370 4.275
C 2.328 -1.535 3.571
C 2.017 -1.134 2.257
C 0.814 -1.489 1.657
H -4.263 -3.828 -0.498
H -3.786 -5.083 1.646
H -1.819 -4.344 3.029
H -2.777 -1.968 -1.177
H -0.424 -3.466 4.189
H 1.693 -2.692 5.289
H 3.260 -1.193 4.023
H 2.748 -0.545 1.710
```


A structure of composition C27H51N2O2P3Tl at a distorted geometry, computed with the ωB97M-V functional and the def2-TZVPD basis.

Summary:
2S+1   1
E_HOMO (spin up / spin down)   -15.00 / -15.00 eV
HOMO-LUMO gap (spin up / spin down)   0.094 / 0.126 hartree
Net charge   +3

```
86
C27H51N2O2P3Tl (the ωB97M-V functional and the def2-TZVPD basis)
Tl -0.862 -0.094 -1.789
P 2.224 1.215 0.961
P -1.082 2.778 -2.182
P 2.273 -0.241 -2.194
H -1.130 -4.272 0.631
C -0.068 -4.495 0.449
C 0.916 -3.805 1.052
H 0.702 -2.991 1.754
C 1.787 1.714 2.683
C 3.119 2.749 0.467
C 3.689 0.167 1.376
C -2.553 3.066 -3.241
C -1.574 3.820 -0.759
C 0.068 3.900 -3.062
C 2.900 -1.865 -1.585
C 3.840 0.648 -2.569
C 1.870 -0.765 -3.908
H 0.150 -5.318 -0.237
H 1.971 -4.010 0.843
H 1.694 0.833 3.332
H 0.815 2.223 2.672
H 2.547 2.390 3.100
H 2.395 3.573 0.431
H 3.561 2.623 -0.528
H 3.902 2.983 1.199
H 3.330 -0.739 1.881
H 4.365 0.715 2.045
H 4.230 -0.127 0.469
H -2.637 4.151 -3.406
H -3.460 2.704 -2.739
H -2.445 2.551 -4.206
H -2.113 4.708 -1.119
H -0.684 4.143 -0.203
H -2.225 3.252 -0.083
H -0.487 4.781 -3.419
H 0.494 3.369 -3.924
H 0.881 4.221 -2.398
H 3.166 -2.491 -2.446
H 2.120 -2.370 -1.000
H 3.779 -1.729 -0.944
H 4.362 0.130 -3.384
H 4.494 0.717 -1.691
H 3.590 1.666 -2.899
H 2.803 -1.027 -4.424
H 1.368 0.047 -4.449
H 1.205 -1.635 -3.896
C -1.846 -1.302 -5.333
C -3.058 -1.059 -5.997
C -3.414 -1.909 -7.046
C -2.579 -2.975 -7.409
C -1.366 -3.179 -6.742
C -0.983 -2.324 -5.706
O -1.478 -0.545 -4.229
H -2.161 0.137 -4.048
H -3.695 -0.230 -5.682
H -4.349 -1.741 -7.585
H -2.870 -3.645 -8.218
H -0.704 -4.003 -7.014
H -0.042 -2.444 -5.172
C 1.123 0.918 6.881
C 0.404 -0.407 6.700
N -0.198 -0.572 5.368
C -0.387 -1.979 4.955
C -1.784 -2.545 5.165
C -1.177 0.358 5.031
O -1.545 1.235 5.810
C -1.792 0.311 3.653
C -3.068 0.872 3.503
C -3.623 0.953 2.229
C -2.867 0.490 1.137
N -1.628 0.006 1.267
C -1.104 -0.108 2.497
H 1.812 1.110 6.050
H 1.707 0.874 7.808
H 0.398 1.733 6.962
H 1.109 -1.237 6.825
H -0.376 -0.494 7.473
H -0.119 -2.069 3.895
H 0.350 -2.560 5.522
H -2.495 -2.139 4.434
H -1.745 -3.632 5.035
H -2.145 -2.338 6.181
H -3.595 1.234 4.386
H -4.612 1.368 2.060
H -3.285 0.514 0.124
H -0.101 -0.541 2.565
```


A structure of composition C27H52BrGeKN3O9P, computed with the ωB97M-V functional and the def2-TZVPD basis.

Summary:
2S+1   2
E_HOMO (spin up / spin down)   -4.73 / -4.73 eV
HOMO-LUMO gap (spin up / spin down)   0.254 / 0.224 hartree
Net charge   -1

```
95
C27H52BrGeKN3O9P (the ωB97M-V functional and the def2-TZVPD basis)
K 0.318 -0.211 -0.258
N 1.023 1.038 -3.214
C 2.217 1.057 -4.041
C 3.501 0.477 -3.453
O 4.555 1.093 -3.506
N 3.404 -0.789 -2.922
C 4.210 -1.059 -1.807
C 3.468 -0.638 -0.450
O 3.733 -1.346 0.526
O 2.716 0.348 -0.555
H 0.625 0.111 -3.123
H 1.260 1.361 -2.282
H 2.456 2.086 -4.315
H 2.017 0.514 -4.969
H 5.124 -0.453 -1.810
H 4.432 -2.120 -1.719
C -1.200 3.445 -1.022
C -2.310 2.406 -1.214
C -3.573 2.879 -0.487
C -2.577 2.240 -2.712
O -1.833 1.208 -0.637
Ge -2.834 -0.391 -0.879
O -1.550 -0.963 -2.154
C -1.864 -1.985 -3.077
C -3.121 -1.649 -3.880
C -2.040 -3.321 -2.349
C -0.680 -2.075 -4.045
O -1.908 -1.240 0.536
C -2.527 -1.377 1.802
C -2.910 -0.010 2.371
C -3.766 -2.275 1.704
C -1.503 -2.042 2.724
H -1.494 4.425 -1.409
H -0.972 3.541 0.042
H -0.300 3.121 -1.549
H -3.911 3.845 -0.872
H -4.379 2.153 -0.612
H -3.362 2.983 0.581
H -2.856 3.199 -3.160
H -1.674 1.863 -3.197
H -3.395 1.536 -2.890
H -4.006 -1.623 -3.241
H -3.006 -0.671 -4.354
H -3.281 -2.396 -4.663
H -2.897 -3.272 -1.672
H -2.204 -4.145 -3.051
H -1.150 -3.528 -1.755
H -0.578 -1.133 -4.590
H 0.235 -2.257 -3.482
H -0.809 -2.883 -4.771
H -3.658 0.473 1.736
H -3.328 -0.106 3.378
H -2.028 0.631 2.416
H -4.527 -1.817 1.071
H -3.489 -3.238 1.269
H -4.196 -2.450 2.695
H -0.595 -1.435 2.771
H -1.894 -2.162 3.739
H -1.253 -3.033 2.338
Br 3.015 -7.348 -0.504
C 2.324 -5.584 -0.608
C 2.513 -4.833 -1.753
C 1.986 -3.548 -1.777
N 1.307 -3.017 -0.766
C 1.151 -3.752 0.327
C 1.637 -5.045 0.464
H 3.059 -5.220 -2.602
H 2.146 -2.912 -2.640
H 0.608 -3.290 1.144
H 1.483 -5.601 1.377
C -0.910 4.258 2.886
C 0.522 4.476 2.444
O 1.411 3.488 2.972
P 1.385 2.004 2.222
O 0.413 1.143 3.189
C 0.674 1.021 4.597
C -0.642 0.798 5.309
O 2.800 1.459 2.780
C 3.957 1.768 1.979
C 4.811 2.800 2.684
H -1.549 5.057 2.502
H -0.975 4.252 3.976
H -1.296 3.307 2.512
H 0.901 5.433 2.808
H 0.593 4.480 1.351
H 1.163 1.928 4.957
H 1.358 0.185 4.747
H -1.315 1.640 5.137
H -0.479 0.698 6.384
H -1.127 -0.107 4.943
H 3.641 2.118 0.992
H 4.484 0.827 1.829
H 4.247 3.720 2.847
H 5.694 3.033 2.084
H 5.146 2.423 3.652
```


What did we get for ΔE to the lowest compared entry with this formula, charge and spin? Answer: 0.0; 10.7; 38.0; 0.0; 0.6 kcal per mole, in the order shown.